1.
# C33H23Cl4FeN4O2S

A structure of composition C33H23Cl4FeN4O2S (ωB97M-V/def2-TZVPD, the OMol25 dataset).

HOMO-LUMO gap ... 5.82 eV
LUMO ... 2.28 eV
ΔE to the lowest compared entry with this formula, charge and spin ... 0.000 eV
E_tot ... -5143.7223 a.u.

ORCA input file:
```
! wB97M-V def2-TZVPD RIJCOSX def2/J DEFGRID3
* xyz -1 1
Fe -0.5812 -0.4674 -0.2516
C -1.3008 1.9653 4.1087
C -0.6636 2.5948 2.9073
C 0.4738 3.3927 3.0397
C 1.0379 3.9590 1.9072
C 0.4637 3.7004 0.6750
C -0.6471 2.8683 0.6340
N -1.2099 2.3538 1.7226
C -1.2947 2.5336 -0.6729
C -1.5195 3.5375 -1.6032
C -2.1500 3.2172 -2.7940
C -2.5471 1.9074 -3.0089
C -2.2801 0.9531 -2.0303
N -1.6529 1.2688 -0.8935
C -2.6748 -0.4770 -2.1983
C -3.6058 -0.8697 -3.1479
C -3.9563 -2.2064 -3.2135
C -3.3884 -3.0806 -2.3096
C -2.4642 -2.6247 -1.3654
C -1.8959 -3.5970 -0.3841
N -2.1074 -1.3381 -1.3410
H -1.3387 2.6681 4.9411
H -0.7269 1.0941 4.4264
H -2.2989 1.6213 3.8539
H 0.8990 3.5638 4.0197
H 1.9207 4.5811 1.9811
H 0.9047 4.0844 -0.2376
H -1.2247 4.5559 -1.3798
H -2.3340 3.9758 -3.5423
H -3.0157 1.6291 -3.9399
H -4.0660 -0.1508 -3.8086
H -4.6725 -2.5518 -3.9475
H -3.6465 -4.1302 -2.3127
H -2.5954 -4.4223 -0.2609
H -1.7041 -3.1174 0.5757
H -0.9415 -3.9790 -0.7407
C 2.1682 1.4887 -0.8513
C 2.1268 0.7878 0.4744
C 3.3402 0.7640 1.2102
C 3.3932 0.1493 2.4148
C 2.2221 -0.4367 2.9466
C 2.2153 -1.0441 4.2239
C 1.0499 -1.5698 4.7079
C -0.1275 -1.5108 3.9472
C -0.1659 -0.9394 2.6874
S -1.6356 -0.8154 1.7827
C 1.0514 -0.3822 2.1651
N 1.0322 0.2177 0.9213
H 2.6939 2.4374 -0.7374
H 1.1748 1.6490 -1.2662
H 2.7189 0.8827 -1.5746
H 4.2140 1.2297 0.7747
H 4.3151 0.1023 2.9833
H 3.1351 -1.0855 4.7929
H 1.0301 -2.0400 5.6830
H -1.0456 -1.9252 4.3405
Cl 3.6587 -2.2630 -5.1982
C 2.7258 -2.2573 -3.7323
C 2.8352 -3.2833 -2.8203
Cl 3.9104 -4.6154 -3.1143
C 2.0701 -3.2545 -1.6434
Cl 2.1876 -4.5405 -0.4776
C 1.1909 -2.2107 -1.3567
O 0.4533 -2.1588 -0.2943
C 1.0763 -1.1467 -2.3148
O 0.2619 -0.1759 -2.0208
C 1.8458 -1.1942 -3.4681
Cl 1.6822 0.1279 -4.5937
*
```

---

2.
# C33H23N3O16

A cluster of 5 separate species, C33H23N3O16 in total in a non-equilibrium geometry (ωB97M-V/def2-TZVPD, the OMol25 dataset).

SMILES ... N#CC[C@H](C#N)c1cccnc1.O=C1C=C(O)C(=O)C=C1O.O=C1C=C(O)C(=O)C=C1O.O=C1C=C(O)C(=O)C=C1O.O=C1C=C(O)C(=O)C=C1O
HOMO-LUMO gap ... 7.58 eV
LUMO ... -2.03 eV
E_tot ... -2639.2139 a.u.

ORCA input file:
```
! wB97M-V def2-TZVPD RIJCOSX def2/J DEFGRID3
* xyz 0 1
N 0.7190 3.7412 -0.0994
C 1.0647 2.6399 0.2641
C 1.3933 1.2388 0.9518
C 2.9871 0.8939 0.8825
C 3.7292 1.8484 -0.1876
N 4.2586 2.7815 -0.7360
C 3.0837 -0.6460 0.4017
C 2.7101 -1.0313 -1.0559
C 2.8640 -2.5598 -1.2691
C 3.3105 -3.4515 -0.1087
N 3.6832 -3.1417 1.2358
C 3.5456 -1.7262 1.3786
H 0.8358 0.4328 0.3624
H 1.0958 1.1581 2.0511
H 3.4785 0.9691 1.9198
H 2.3481 -0.3446 -1.8875
H 2.6406 -3.0196 -2.2963
H 3.3611 -4.5860 -0.3490
H 3.8399 -1.3376 2.4327
O -3.8649 8.4860 -1.8466
C -3.3885 7.4011 -2.1361
C -3.4255 6.8656 -3.5017
C -2.9080 5.6664 -3.7761
O -2.9333 5.1578 -5.0415
C -2.2805 4.8301 -2.7139
O -1.8340 3.7307 -2.9973
C -2.2219 5.3756 -1.3536
C -2.7363 6.5763 -1.0796
O -2.6866 7.0969 0.1805
H -3.8857 7.4816 -4.2627
H -2.5011 4.2830 -4.9781
H -1.7478 4.7660 -0.5956
H -3.1242 7.9690 0.1185
O -4.8574 0.2078 5.5276
C -3.8403 0.1119 4.8634
C -3.5442 1.0127 3.7438
C -2.4267 0.8652 3.0290
O -2.1396 1.6983 1.9873
C -1.4456 -0.2147 3.3368
O -0.4409 -0.3342 2.6516
C -1.7298 -1.1000 4.4709
C -2.8459 -0.9500 5.1875
O -3.1224 -1.7651 6.2471
H -4.2654 1.7902 3.5300
H -1.2841 1.3873 1.6329
H -1.0012 -1.8682 4.6944
H -3.9827 -1.4555 6.5954
O 3.9833 0.6557 -2.8470
C 4.5986 0.3752 -3.8623
C 4.6576 -0.9901 -4.3950
C 5.3556 -1.2591 -5.5004
O 5.4166 -2.5231 -6.0078
C 6.0988 -0.1915 -6.2284
O 6.7413 -0.4770 -7.2251
C 6.0204 1.1778 -5.7093
C 5.3193 1.4478 -4.6053
O 5.2361 2.7163 -4.1129
H 4.1158 -1.7558 -3.8561
H 5.9804 -2.4561 -6.8042
H 6.5498 1.9461 -6.2569
H 4.6774 2.6506 -3.3109
O -2.3051 -7.5625 1.6180
C -2.8432 -6.7110 2.3053
C -2.1045 -5.9139 3.2908
C -2.7324 -5.0021 4.0368
O -2.0565 -4.2526 4.9546
C -4.1975 -4.7629 3.9002
O -4.7428 -3.9345 4.6106
C -4.9317 -5.5429 2.8980
C -4.3031 -6.4522 2.1499
O -4.9726 -7.1825 1.2129
H -1.0424 -6.0990 3.3813
H -2.7295 -3.6701 5.3639
H -5.9910 -5.3470 2.7966
H -4.3003 -7.7675 0.8105
*
```

---

3.
# C33H23N6O9S2Sc

A structure of composition C33H23N6O9S2Sc (ωB97M-V/def2-TZVPD, the OMol25 dataset).

HOMO-LUMO gap ... 6.06 eV
LUMO ... 4.31 eV
ΔE to the lowest compared entry with this formula, charge and spin ... 0.913 eV
E_tot ... -3834.5426 a.u.

ORCA input file:
```
! wB97M-V def2-TZVPD RIJCOSX def2/J DEFGRID3
* xyz -2 1
Sc 0.1799 0.3773 -0.2892
O 1.5838 -3.3855 1.9698
C 1.0259 -2.3108 1.6756
N 1.3355 -1.4336 0.7323
C 2.6061 -1.5454 0.1213
C 3.2137 -2.7203 -0.2998
C 4.4594 -2.6754 -0.9226
C 5.0952 -1.4555 -1.1078
C 4.4903 -0.2754 -0.6864
C 3.2376 -0.3098 -0.0858
N 2.4357 0.7927 0.2470
C 2.9654 1.9497 0.5953
O 4.1522 2.2709 0.7874
C 1.9125 3.0287 0.7622
C 2.2929 4.3620 0.8060
C 1.3050 5.3288 0.8415
C -0.0251 4.9376 0.8332
C -0.3104 3.5827 0.8078
N 0.6360 2.6478 0.8007
C -0.1911 -1.9576 2.5168
C -0.9679 -2.9761 3.0646
C -2.0589 -2.6306 3.8401
C -2.3260 -1.2871 4.0699
C -1.4863 -0.3491 3.4937
N -0.4457 -0.6710 2.7269
H 2.7193 -3.6622 -0.1087
H 4.9299 -3.5952 -1.2537
H 6.0652 -1.4124 -1.5915
H 4.9693 0.6812 -0.8335
H 3.3498 4.5871 0.7851
H 1.5686 6.3810 0.8476
H -0.8338 5.6565 0.8174
H -1.3236 3.2100 0.7618
H -0.6855 -4.0007 2.8648
H -2.6990 -3.3974 4.2633
H -3.1753 -0.9668 4.6603
H -1.6636 0.7126 3.6294
O -1.5482 0.9543 0.6085
C -2.7848 0.6243 0.8109
C -3.6863 1.5900 1.3141
C -4.9949 1.2787 1.6098
C -5.4802 -0.0162 1.4125
C -4.6169 -0.9659 0.9007
C -3.2873 -0.6781 0.5910
C -2.4181 -1.7261 0.0505
N -1.1646 -1.6064 -0.3167
C -0.7581 -2.8305 -0.7948
C -1.7831 -3.7134 -0.7073
N -2.8363 -3.0022 -0.1658
H -3.3061 2.5925 1.4618
H -5.6513 2.0527 1.9931
H -6.5071 -0.2715 1.6402
H -5.0018 -1.9674 0.7369
H 0.2468 -2.9827 -1.1515
H -1.8618 -4.7545 -0.9648
H -3.7431 -3.3627 0.0550
O 2.8790 1.3626 -3.1643
S 1.5333 1.0347 -2.7893
O 0.9272 1.8968 -1.7504
O 1.2967 -0.3557 -2.3770
C 0.5408 1.4068 -4.2382
C 1.2443 1.5542 -5.4290
C 0.5947 1.9227 -6.5969
C -0.7697 2.1613 -6.5772
C -1.4806 2.0153 -5.3968
C -0.8446 1.6364 -4.2186
S -1.9158 1.4596 -2.7828
O -1.9029 2.7210 -2.0803
O -3.1918 1.0650 -3.3343
O -1.2633 0.3543 -2.0457
H 2.3132 1.3921 -5.4103
H 1.1589 2.0321 -7.5161
H -1.2854 2.4581 -7.4838
H -2.5507 2.1695 -5.3704
*
```

---

4.
# C33H24N4O8Pd

A structure of composition C33H24N4O8Pd in a non-equilibrium geometry (ωB97M-V/def2-TZVPD, the OMol25 dataset).

HOMO-LUMO gap (spin up / spin down) ... 5.61 / 6.35 eV
⟨S²⟩ ... 8.79
LUMO (spin up / spin down) ... -3.48 / -5.09 eV
ΔE to the lowest compared entry with this formula, charge and spin ... 0.000 eV
E_tot ... -2220.3599 a.u.

ORCA input file:
```
! wB97M-V def2-TZVPD RIJCOSX def2/J DEFGRID3
* xyz 1 6
Pd -0.0398 -0.2193 -0.0131
C -2.6177 3.7468 1.2901
O -1.5084 3.5175 2.1902
C -0.8884 2.4272 1.7473
N -1.3521 1.8255 0.7289
C -2.5215 2.5836 0.2636
C -2.4202 3.0950 -1.1629
C -1.3062 2.8781 -1.9642
C -1.2716 3.3663 -3.2652
C -2.3370 4.0955 -3.7647
C -3.4429 4.3375 -2.9600
C -3.4872 3.8332 -1.6715
C 0.3157 1.9450 2.4344
C 0.8209 2.5065 3.5971
C 1.9808 1.9737 4.1391
C 2.6118 0.9260 3.4876
C 2.0403 0.4405 2.3226
N 0.9059 0.9234 1.8179
C 2.6044 -0.6302 1.4972
N 1.9161 -1.1631 0.5663
C 2.7440 -2.1720 -0.1069
C 4.1109 -2.0005 0.6049
O 3.8460 -1.0566 1.6766
C 2.8222 -2.0047 -1.6083
C 2.7750 -0.7488 -2.2014
C 2.8528 -0.6261 -3.5804
C 2.9780 -1.7537 -4.3750
C 3.0516 -3.0081 -3.7867
C 2.9759 -3.1314 -2.4083
H -2.4842 4.7222 0.8260
H -3.5364 3.7401 1.8719
H -3.3896 1.9250 0.3383
H -0.4503 2.3482 -1.5754
H -0.4063 3.1736 -3.8874
H -2.3026 4.4828 -4.7743
H -4.2715 4.9223 -3.3370
H -4.3632 4.0010 -1.0546
H 0.3104 3.3420 4.0551
H 2.3939 2.3814 5.0512
H 3.5234 0.4836 3.8645
H 2.3002 -3.1449 0.1159
H 4.8632 -1.5612 -0.0490
H 4.4956 -2.9177 1.0412
H 2.7006 0.1434 -1.5902
H 2.8125 0.3534 -4.0386
H 3.0165 -1.6577 -5.4519
H 3.1666 -3.8916 -4.4007
H 3.0275 -4.1121 -1.9482
O -4.5556 0.2428 -4.5851
C -3.7937 0.0861 -3.6862
C -4.0546 0.1131 -2.2157
O -5.1373 0.3676 -1.6874
C -2.7578 -0.1724 -1.5673
C -1.6729 -0.3440 -2.5527
O -0.4695 -0.5509 -2.1915
C -2.1992 -0.2390 -3.8739
O -1.7152 -0.3376 -4.9650
O -2.5562 -0.2801 -0.3686
O -0.3892 -2.4824 0.1455
N -1.6038 -2.9334 -0.1202
C -1.8877 -3.3716 -1.3605
C -3.1534 -3.8156 -1.6748
C -4.1403 -3.8316 -0.6994
C -3.8137 -3.4164 0.5831
C -2.5397 -2.9729 0.8484
H -1.0745 -3.3091 -2.0685
H -3.3610 -4.1477 -2.6821
H -5.1435 -4.1598 -0.9314
H -4.5499 -3.4166 1.3732
H -2.2149 -2.6084 1.8100
*
```